This record from OMol25 describes a 10-piece molecular cluster, C22H59F4N3O31S11 overall at a distorted geometry. The level of theory is wB97M-V/def2-TZVPD.

```
130
Properties=species:S:1:pos:R:3:forces:R:3:lowdin_charge:R:1
N 26.7121 2.9157 -2.1830 0.129 3.345 -2.034 -0.21
S 25.5609 2.0647 -1.7471 -4.291 -6.277 3.880 0.41
O 25.0865 1.1506 -2.7821 -0.167 1.142 1.273 -0.31
O 24.6415 2.7184 -0.8043 0.580 -0.620 -1.949 -0.31
F 26.2281 1.0075 -0.7409 0.681 0.536 -0.338 -0.18
S 25.7377 3.9778 -3.0495 3.476 3.696 -3.040 0.61
O 25.3176 5.1632 -2.3053 0.159 -1.692 -0.642 -0.31
O 24.8862 3.4810 -4.1187 0.594 0.371 1.835 -0.28
F 27.0251 4.5260 -3.9138 -1.752 -0.293 1.039 -0.20
N 31.2908 3.0457 -5.2153 -3.035 3.235 -2.255 -0.19
S 31.6549 3.5071 -6.6785 6.333 -3.359 -4.114 0.47
O 32.0266 4.8952 -6.9552 -1.406 -1.499 0.098 -0.32
O 31.1594 2.6263 -7.7766 0.381 2.590 1.928 -0.34
F 33.1540 2.8522 -6.5005 0.179 0.228 -0.477 -0.27
S 29.8366 3.9107 -5.4174 -3.517 -1.220 5.849 0.52
O 28.8224 3.2422 -6.2218 1.293 1.518 -0.509 -0.30
O 29.8368 5.3490 -5.1647 0.174 -1.766 -1.372 -0.29
F 29.3669 3.3655 -4.0038 -0.552 0.353 0.379 -0.25
C 21.0564 0.0208 -1.7280 0.343 0.840 -0.446 0.05
N 22.1165 -0.4793 -0.8113 0.933 1.726 0.607 -0.44
O 21.7942 -1.3624 -0.0492 -0.026 -0.896 0.093 0.04
O 23.1674 0.1550 -0.7432 -1.167 -1.112 -0.415 0.06
H 20.9605 -0.5873 -2.6276 -0.110 -0.441 0.459 0.09
H 21.3786 1.0012 -2.0787 -0.058 0.007 0.244 0.07
H 20.1636 0.0888 -1.1065 -0.013 -0.195 -0.413 0.10
O 30.0996 0.8491 -3.5651 -2.003 -2.871 -0.777 -0.29
S 29.1545 -0.2473 -3.7972 1.223 1.263 -0.060 0.71
O 29.5255 -1.4487 -4.5589 -0.712 1.600 1.228 -0.31
O 28.6886 -0.7006 -2.2752 1.295 1.117 -0.786 -0.27
C 27.8731 -1.8132 -2.1434 -1.062 -1.856 0.308 -0.29
C 28.6891 -3.1173 -1.7993 0.228 1.046 -0.803 -0.04
C 27.6007 0.4928 -4.4350 1.181 -0.574 0.209 -0.09
H 27.2064 -1.8564 -3.0046 0.235 -0.693 -0.389 0.09
H 27.1589 -1.5904 -1.3508 0.208 0.054 0.429 0.11
H 29.3665 -3.3748 -2.6136 0.020 0.328 -0.205 0.06
H 28.1572 -4.0506 -1.6142 -0.584 0.399 0.281 0.06
H 29.3308 -2.8530 -0.9589 -0.097 -0.167 0.207 0.05
H 27.5161 1.4341 -3.8920 -0.061 -0.156 -0.197 0.03
H 26.7488 -0.1745 -4.3042 0.210 0.081 0.113 0.03
H 27.8121 0.6503 -5.4927 -0.008 0.167 0.045 0.07
O 21.2555 3.3433 -2.7633 -1.347 1.334 -1.831 -0.29
S 20.8228 4.1430 -3.9076 -0.129 0.029 -0.867 0.75
O 20.0793 3.5535 -5.0649 1.730 1.279 2.866 -0.33
O 19.8772 5.4439 -3.3146 2.003 -2.938 0.343 -0.26
C 19.1992 6.1862 -4.2581 -1.010 0.501 -1.316 -0.38
C 17.8059 6.4131 -3.7668 -0.349 0.782 -0.002 -0.08
C 22.2533 5.1690 -4.4795 -1.629 -0.298 0.508 -0.08
H 18.9955 5.6951 -5.2097 0.796 -0.568 -0.085 0.11
H 19.7533 7.0874 -4.5208 0.011 0.330 0.358 0.12
H 17.2362 5.4937 -3.9024 -0.082 0.095 0.248 0.09
H 17.4059 7.1851 -4.4242 -0.464 0.044 0.100 0.08
H 17.7620 6.7636 -2.7357 -0.026 -0.069 -0.015 0.08
H 22.6447 5.6217 -3.5684 0.394 -0.551 0.001 0.06
H 21.7726 5.9904 -5.0108 0.158 -0.245 -0.514 0.05
H 22.9408 4.5553 -5.0616 -0.008 0.192 0.261 0.07
O 27.1214 7.7145 -3.1822 -1.123 1.540 2.258 -0.25
S 26.4443 8.3048 -2.0304 1.806 -0.689 0.640 0.68
O 26.5844 7.7341 -0.6751 -0.529 1.193 -2.450 -0.31
O 26.9538 9.8978 -1.9331 0.341 -1.258 -0.742 -0.25
C 26.5220 10.7249 -0.8601 -1.094 -1.366 1.666 -0.33
C 27.1043 12.0837 -0.9136 0.187 0.265 -1.168 -0.07
C 24.7438 8.5030 -2.4720 -0.790 -0.018 0.434 -0.13
H 26.8028 10.3421 0.1211 0.010 -0.825 -0.087 0.11
H 25.4332 10.6975 -0.9045 -0.225 0.496 0.210 0.11
H 26.7548 12.4545 -1.8771 0.622 0.796 -0.011 0.08
H 28.1871 11.9834 -0.8379 0.040 0.244 -0.412 0.09
H 26.7949 12.7418 -0.1016 -0.340 -0.249 -0.031 0.08
H 24.1187 8.8048 -1.6316 0.385 0.226 0.246 0.07
H 24.3584 7.5163 -2.7291 0.401 -0.065 -0.348 0.05
H 24.6362 9.2387 -3.2691 0.245 -0.287 -0.099 0.08
O 26.0435 -2.1830 -5.6752 -1.252 -0.147 -0.998 -0.29
S 24.9801 -2.1044 -6.6580 -0.094 0.167 -1.726 0.70
O 24.8725 -3.0556 -7.7825 -0.273 1.003 2.733 -0.32
O 23.5068 -2.0082 -5.8613 1.474 -1.106 -2.401 -0.26
C 23.4623 -1.3853 -4.6145 -0.105 0.387 2.312 -0.30
C 23.8568 -2.3131 -3.4691 0.522 -0.547 -0.164 -0.05
C 24.9447 -0.4835 -7.5269 0.092 -1.305 1.459 -0.08
H 22.4204 -1.1375 -4.4115 -0.211 0.091 -0.573 0.11
H 23.9953 -0.4354 -4.5738 0.306 -0.027 -0.112 0.11
H 23.3487 -3.2728 -3.5639 -0.405 0.047 -0.073 0.08
H 23.6222 -1.8994 -2.4884 0.083 0.185 -0.139 0.06
H 24.9093 -2.5950 -3.4955 0.099 0.386 0.046 0.06
H 23.8950 -0.4512 -7.8186 0.240 0.530 -0.110 0.06
H 25.6407 -0.5181 -8.3651 -0.103 -0.075 0.216 0.07
H 25.2575 0.2059 -6.7427 -0.274 0.481 -0.377 0.06
O 31.7165 5.9834 -1.1407 0.541 1.481 0.172 -0.28
S 30.7199 4.9809 -1.1611 -2.418 -3.896 -3.229 0.67
O 30.9144 3.7817 -2.0162 -0.557 3.560 2.565 -0.30
O 30.5615 4.4085 0.3204 -0.460 0.324 -0.137 -0.27
C 30.6151 5.3111 1.4140 0.755 -0.500 1.978 -0.27
C 30.5767 4.4374 2.7012 -0.413 0.604 -0.964 -0.05
C 28.9435 5.6729 -1.5168 0.907 -0.253 0.102 -0.06
H 29.8840 6.1187 1.4504 -0.588 -0.363 -0.533 0.10
H 31.5779 5.8174 1.4830 0.234 -0.046 -0.620 0.11
H 31.3375 3.6666 2.5778 0.069 0.121 0.326 0.06
H 29.6167 3.9495 2.8697 -0.018 0.058 -0.202 0.05
H 30.7541 5.1258 3.5275 0.250 -0.224 0.239 0.07
H 28.7153 5.6418 -2.5822 0.927 0.235 -0.197 0.03
H 28.8138 6.6794 -1.1188 0.465 -0.101 -0.043 0.03
H 28.1130 5.0743 -1.1427 0.605 -0.543 0.719 0.04
O 27.3306 3.3699 1.8987 -0.231 1.112 0.750 -0.27
S 26.5073 4.3722 2.5208 -0.807 1.446 -0.194 0.68
O 25.9599 4.1532 3.8604 0.917 0.559 -1.538 -0.31
O 27.3543 5.8430 2.4726 -0.515 -1.332 0.166 -0.28
C 26.7975 7.0135 3.1250 -0.202 -0.534 0.541 -0.27
C 27.7969 8.1595 3.0913 0.393 0.545 -0.924 -0.07
C 25.1457 4.7751 1.3860 0.402 -0.438 0.787 -0.10
H 26.4731 6.7297 4.1261 0.464 -0.023 0.290 0.11
H 25.8611 7.3229 2.6606 0.084 0.026 -0.555 0.10
H 27.8499 8.5933 2.0928 -0.253 -0.215 -0.340 0.06
H 28.8492 7.9473 3.2808 -0.202 -0.631 0.488 0.08
H 27.5261 9.0211 3.7017 -0.326 -0.317 0.408 0.07
H 24.4951 3.9109 1.5206 -0.077 0.051 -0.344 0.07
H 25.4931 4.8626 0.3566 0.134 -0.136 0.167 0.05
H 24.6272 5.6780 1.7084 0.194 -0.055 0.144 0.06
O 31.6776 1.6611 1.1555 -0.101 -0.555 -0.159 -0.31
S 30.9098 1.0340 0.1026 -0.366 1.950 -1.837 0.67
O 31.2215 1.3467 -1.2962 -0.338 -1.905 3.603 -0.27
O 30.9668 -0.5710 0.3742 1.474 1.119 -2.974 -0.24
C 30.5925 -1.0672 1.5678 -1.818 -1.829 2.547 -0.36
C 31.1521 -2.4916 1.8182 0.986 1.066 -0.106 -0.05
C 29.1433 1.3707 0.4032 0.771 -0.633 -0.156 -0.10
H 29.5049 -1.1391 1.5825 -0.449 -0.191 -0.065 0.11
H 30.7819 -0.4109 2.4172 0.686 0.124 0.007 0.12
H 31.0645 -3.1760 0.9744 -0.584 0.114 0.031 0.07
H 30.7704 -2.9068 2.7510 -0.297 -0.045 -0.193 0.07
H 32.2295 -2.3980 1.9544 0.191 0.034 0.098 0.07
H 28.9111 2.2859 -0.1414 0.006 -0.154 0.048 0.06
H 28.9309 1.4615 1.4685 0.292 0.190 -0.096 0.06
H 28.6008 0.5062 0.0208 -0.040 0.252 -0.315 0.05
```
Forces are in eV/Å.

Results
- Total charge: -2
- Orbital gap: 6.87 eV
- 2S+1: 1

---

This record from OMol25 describes a 7-piece molecular cluster, C22H62N4O7 overall at a distorted geometry. The level of theory is wB97M-V/def2-TZVPD.

```
95
Properties=species:S:1:pos:R:3:forces:R:3:lowdin_charge:R:1
C -13.4821 14.8630 -14.2497 -1.051 -0.623 -0.586 -0.12
O -13.3175 16.2436 -14.1688 0.652 0.374 -0.290 -0.19
C -14.4794 17.0203 -14.0492 -0.491 -0.082 0.832 -0.22
C -14.1741 18.4593 -14.4302 0.163 0.010 -0.298 -0.39
C -15.4663 19.2913 -14.3543 0.250 -0.582 0.438 -0.04
N -13.5792 18.4572 -15.7944 -1.176 0.098 0.675 0.06
H -12.5257 14.3943 -14.4702 0.088 0.125 0.298 0.09
H -14.1567 14.6017 -15.0853 0.122 0.100 0.051 0.09
H -13.9594 14.4224 -13.3635 0.341 0.137 0.160 0.09
H -15.3362 16.6420 -14.6246 0.326 -0.160 -0.475 0.12
H -14.8259 16.9639 -13.0082 -0.021 0.239 0.084 0.14
H -13.4277 18.8384 -13.7250 -0.075 0.030 0.081 0.14
H -16.2861 18.5826 -14.4974 -0.303 0.387 -0.160 0.07
H -15.5250 20.0882 -15.0861 0.125 -0.056 -0.187 0.04
H -15.5829 19.7505 -13.3717 -0.012 -0.098 0.048 0.08
H -13.0849 17.5767 -15.8746 0.525 0.327 -0.168 0.08
H -12.9795 19.2729 -15.8099 0.325 -0.201 -0.404 0.05
C -14.8116 23.7591 -21.4964 -0.321 0.617 0.550 -0.12
O -14.1324 24.3622 -22.5737 0.156 -0.643 -0.574 -0.19
C -15.0134 24.6568 -23.6615 0.362 0.036 1.206 -0.21
C -14.3074 24.7192 -24.9870 0.603 0.405 -1.057 -0.44
C -13.2305 25.7925 -24.9976 0.353 0.926 0.417 -0.07
N -15.3106 24.9733 -26.0435 -0.268 0.173 0.367 0.04
H -14.1407 23.2032 -20.8461 0.302 -0.037 -0.256 0.06
H -15.6235 23.0992 -21.8094 0.083 -0.138 -0.173 0.08
H -15.2571 24.5447 -20.8764 -0.190 0.004 0.106 0.09
H -15.7786 23.8745 -23.6636 -0.193 0.140 -0.318 0.12
H -15.4628 25.6363 -23.4494 -0.291 -0.047 -0.192 0.14
H -13.7900 23.7798 -25.2063 -0.301 -0.184 0.166 0.14
H -13.6517 26.7929 -24.8253 -0.216 -0.191 0.392 0.08
H -12.6475 25.9752 -25.9041 -0.270 -0.814 -0.302 0.08
H -12.5036 25.5917 -24.2077 -0.091 0.062 0.044 0.07
H -15.2979 25.9563 -26.3007 0.231 -0.064 -0.055 0.06
H -16.2364 24.8647 -25.6320 0.020 -0.275 -0.260 0.06
C -11.1360 25.9634 -14.3769 0.940 0.284 0.723 -0.11
O -10.6957 24.6211 -14.3487 -0.216 -0.294 -0.257 -0.17
C -11.6668 23.7340 -14.8612 -0.495 -0.015 0.307 -0.24
C -11.0895 22.4516 -15.4091 1.528 -0.444 -0.307 -0.42
C -9.9569 22.6785 -16.4249 0.027 0.381 0.419 -0.06
N -12.1461 21.6085 -15.9638 -0.494 -0.120 0.138 0.05
H -12.1543 26.1360 -14.0187 -0.237 -0.368 -0.353 0.09
H -10.9360 26.3952 -15.3580 -0.386 0.117 -0.126 0.09
H -10.5152 26.4875 -13.6456 0.110 0.062 -0.185 0.09
H -12.3469 23.4769 -14.0383 -0.161 -0.056 -0.084 0.12
H -12.2677 24.2205 -15.6415 0.116 0.041 -0.131 0.11
H -10.5910 21.9046 -14.5997 -0.428 -0.007 0.240 0.14
H -10.3357 23.3232 -17.2195 0.277 -0.155 -0.290 0.08
H -9.5747 21.7237 -16.7916 -0.408 -0.052 -0.330 0.08
H -9.0703 23.1239 -15.9650 -0.292 0.353 0.077 0.08
H -11.7273 20.9460 -16.6059 0.139 -0.012 0.062 0.05
H -12.7778 22.1317 -16.5660 0.116 0.210 0.122 0.06
C -18.7357 24.8009 -17.7816 0.102 -0.367 0.094 -0.10
O -17.9339 23.9907 -16.9346 -0.469 0.432 0.119 -0.18
C -17.0418 24.7778 -16.1915 0.767 0.001 0.233 -0.24
C -15.9933 23.8729 -15.5744 0.720 0.217 0.423 -0.44
C -16.5520 22.9260 -14.5186 0.112 -0.744 -1.329 -0.05
N -14.9764 24.6944 -14.9142 -0.133 0.854 0.198 0.04
H -19.2969 25.5736 -17.2467 0.219 0.064 0.213 0.09
H -19.4792 24.1595 -18.2501 0.199 -0.087 -0.186 0.09
H -18.0730 25.2655 -18.5168 -0.262 0.137 -0.223 0.08
H -16.4857 25.4703 -16.8438 -0.257 0.122 -0.118 0.12
H -17.5142 25.3721 -15.3988 -0.277 -0.042 -0.112 0.13
H -15.5410 23.3470 -16.4241 -0.201 -0.439 0.109 0.11
H -17.1394 23.4586 -13.7776 0.132 -0.014 0.188 0.09
H -15.7330 22.3343 -14.1052 -0.003 0.286 0.433 0.06
H -17.1649 22.1769 -15.0304 -0.306 0.185 0.163 0.08
H -14.5007 25.3702 -15.5000 -0.247 -0.102 -0.247 0.07
H -14.2565 24.1814 -14.4333 -0.193 -0.394 0.017 0.03
C -16.0412 21.3048 -18.9090 -0.268 0.065 -0.534 -0.07
C -15.2643 20.6472 -17.7644 -0.338 1.237 -1.558 -0.32
O -15.7230 19.3239 -17.6839 0.104 -0.401 0.719 -0.10
H -15.6967 22.3311 -19.0734 -0.049 -0.058 0.130 0.06
H -17.1189 21.3302 -18.7292 0.091 0.118 0.461 0.08
H -15.9811 20.7859 -19.8706 0.506 -0.186 0.150 0.08
H -15.4373 21.3512 -16.9389 -0.164 -0.879 0.673 0.08
H -14.1966 20.7478 -17.9962 0.067 -0.483 0.054 0.09
H -15.2097 18.7970 -17.0320 0.253 0.514 -0.220 0.05
C -11.2645 23.0539 -21.0690 -0.348 0.655 -0.427 -0.09
C -10.7830 22.0003 -20.1003 0.944 1.175 0.097 -0.32
O -11.8181 21.6380 -19.1871 0.188 -0.905 -0.546 -0.09
H -11.6465 23.9510 -20.5742 0.129 -0.116 0.287 0.08
H -12.0828 22.7565 -21.7278 0.079 -0.444 0.112 0.06
H -10.4700 23.4022 -21.7328 0.184 -0.158 0.129 0.08
H -9.9599 22.4077 -19.4984 -0.106 0.253 -0.006 0.10
H -10.2613 21.2110 -20.6511 -0.787 -0.594 0.122 0.12
H -11.8245 20.6738 -19.1746 -0.294 0.102 0.144 0.08
C -17.7522 16.4045 -17.3954 -0.951 -0.759 0.068 -0.09
C -18.6810 17.5976 -17.1026 1.402 -0.232 -1.164 -0.30
O -18.4856 18.5907 -18.1056 -0.302 -0.010 0.124 -0.10
H -17.8638 15.6514 -16.6056 0.452 0.230 0.212 0.07
H -16.7167 16.6938 -17.5627 0.079 0.127 0.374 0.06
H -18.0468 15.8356 -18.2824 -0.164 0.426 -0.206 0.07
H -18.4163 17.9840 -16.1162 -0.334 0.133 0.170 0.10
H -19.7216 17.2988 -17.1731 -0.121 0.013 0.297 0.11
H -17.5337 18.7714 -18.1556 -0.045 0.146 0.171 0.03
```
Forces are in eV/Å.

Results
- Total charge: 0
- ΔE to the lowest compared entry with this formula, charge and spin: 20.2 kcal per mole
- SMILES: COC[C@H](C)N.COC[C@H](C)N.COC[C@H](C)N.COC[C@H](C)N.CCO.CCO.CCO
- Orbital gap: 9.66 eV
- 2S+1: 1